Entry 1:
{
  "formula": "C4H6N2",
  "method": "the ωB97M-V functional and the def2-TZVPD basis",
  "symbols": ["C", "N", "C", "C", "C", "N", "H", "H", "H", "H", "H", "H"],
  "coordinates": [[0.990, -1.343, -0.150], [1.241, -0.516, 0.835], [0.347, 0.797, 0.699], [-1.190, 0.705, 0.682], [-0.416, 0.430, -0.566], [0.270, -0.781, -1.009], [1.613, -2.260, -0.126], [0.916, 1.605, 0.874], [-1.376, -0.328, 1.136], [-1.869, 1.600, 1.038], [-0.315, 1.179, -1.545], [-0.210, -1.089, -1.867]],
  "atomic_forces_ev_per_a": [[4.285, 0.352, 5.950], [-1.058, 0.801, 1.984], [-0.467, -5.412, -1.570], [0.357, -2.315, 2.335], [2.754, 4.214, -3.922], [-7.322, 1.644, -6.457], [-0.947, 0.499, -0.823], [1.462, 2.950, 0.523], [-0.692, 1.712, -0.181], [1.558, -1.990, -1.469], [-0.987, -1.644, 2.850], [1.056, -0.811, 0.780]],
  "total_energy_ev": -7221.450,
  "de_lowest_kcal_mol": 95.5,
  "homo_lumo_gap_ev": 9.33,
  "smiles": "C1=N[C@@H]2C[C@@H]2N1"
}

***

Entry 2:
{
  "formula": "C4H6N2",
  "method": "the ωB97M-V functional and the def2-TZVPD basis",
  "symbols": ["C", "C", "C", "N", "C", "N", "H", "H", "H", "H", "H", "H"],
  "coordinates": [[0.738, -1.710, 0.464], [0.157, -0.371, 0.067], [-1.027, -0.499, -0.591], [-1.042, 1.747, -0.569], [0.183, 1.821, -0.148], [0.861, 0.737, 0.279], [0.072, -2.563, 0.288], [0.969, -1.654, 1.530], [1.653, -1.866, -0.110], [-1.850, -1.059, -0.118], [-1.359, 2.658, -0.939], [0.749, 2.762, -0.123]],
  "atomic_forces_ev_per_a": [[0.123, -0.068, 0.051], [-0.005, -0.156, -0.088], [0.000, 1.443, 0.240], [0.259, -0.724, 0.280], [0.026, -0.307, 0.053], [0.096, -0.047, -0.023], [0.058, 0.297, -0.025], [0.107, -0.074, -0.100], [0.004, -0.014, 0.160], [-0.109, 0.865, -0.413], [-0.259, -1.003, -0.048], [-0.300, -0.212, -0.089]],
  "total_energy_ev": -7221.861,
  "de_lowest_kcal_mol": 86.0,
  "homo_lumo_gap_ev": 8.84
}

***

Entry 3:
{
  "formula": "C4H6N2",
  "method": "the ωB97M-V functional and the def2-TZVPD basis",
  "symbols": ["N", "C", "C", "C", "C", "N", "H", "H", "H", "H", "H", "H"],
  "coordinates": [[-0.693, 1.755, -0.043], [-0.039, 0.509, 0.136], [-0.693, -0.694, 0.841], [-0.124, -1.566, 0.002], [0.637, -0.477, -0.757], [1.394, 0.424, 0.147], [-0.147, 2.337, -0.671], [-1.608, 1.605, -0.460], [-1.277, -0.781, 1.752], [-0.160, -2.647, -0.104], [0.892, -0.460, -1.810], [1.790, -0.017, 0.977]],
  "atomic_forces_ev_per_a": [[0.043, -0.075, -0.220], [-0.114, 0.072, 0.084], [-0.016, -0.106, -0.003], [-0.016, 0.012, 0.127], [0.081, -0.217, -0.370], [0.067, -0.023, 0.233], [-0.042, -0.011, 0.118], [0.099, 0.077, 0.078], [0.024, 0.023, -0.169], [0.178, 0.229, 0.173], [-0.156, 0.123, 0.133], [-0.149, -0.104, -0.183]],
  "total_energy_ev": -7222.178,
  "de_lowest_kcal_mol": 78.7,
  "homo_lumo_gap_ev": 9.51,
  "smiles": "N[C@@]12C=C[C@@H]1N2"
}

***

Entry 4:
{
  "formula": "C4H6N2O",
  "method": "the ωB97M-V functional and the def2-TZVPD basis",
  "symbols": ["C", "O", "C", "C", "C", "N", "N", "H", "H", "H", "H", "H", "H"],
  "coordinates": [[-2.199, 0.475, 0.298], [-1.476, -0.592, -0.349], [-0.122, -0.405, -0.354], [0.960, -1.319, 0.061], [2.104, -0.535, 0.010], [1.634, 0.790, -0.314], [0.322, 0.797, -0.590], [-3.212, 0.111, 0.494], [-1.717, 0.730, 1.249], [-2.259, 1.387, -0.309], [0.753, -2.347, 0.382], [3.181, -0.712, 0.185], [2.031, 1.620, -0.763]],
  "atomic_forces_ev_per_a": [[-0.050, 0.018, 0.060], [0.324, -0.366, 0.193], [0.461, -0.015, 0.875], [-1.007, 1.063, -0.444], [-0.992, 1.779, -0.524], [0.659, -1.332, -0.521], [-0.152, -0.268, 0.331], [0.263, -0.090, -0.140], [-0.058, -0.073, -0.156], [0.153, -0.347, -0.024], [0.604, 0.601, -0.242], [-1.048, 0.059, -0.065], [0.844, -1.029, 0.657]],
  "total_energy_ev": -9271.385,
  "de_lowest_kcal_mol": 48.8,
  "homo_lumo_gap_ev": 9.92,
  "smiles": "COc1cc[nH]n1"
}

***

Entry 5:
{
  "formula": "C4H6N2O",
  "method": "the ωB97M-V functional and the def2-TZVPD basis",
  "symbols": ["C", "C", "N", "C", "C", "N", "H", "H", "H", "H", "O", "H", "H"],
  "coordinates": [[0.866, -0.230, 0.538], [0.349, -1.121, 1.510], [-0.967, -1.424, 1.619], [-1.720, -0.765, 0.722], [-1.223, 0.039, -0.310], [0.098, 0.354, -0.372], [1.929, 0.026, 0.434], [0.970, -1.592, 2.283], [-2.796, -0.982, 0.761], [-1.921, 0.626, -0.921], [1.541, 2.053, -1.932], [0.719, 1.516, -1.867], [2.157, 1.500, -2.464]],
  "atomic_forces_ev_per_a": [[0.139, -0.398, 0.078], [-0.424, -0.066, 0.345], [1.218, 1.381, -1.015], [-0.628, -0.822, -0.560], [0.612, 0.874, 1.344], [-1.884, -0.916, 0.102], [-0.388, -0.294, 0.450], [0.028, 0.282, -0.580], [0.409, 0.227, 0.029], [0.425, -0.557, -0.076], [0.259, -0.693, -0.945], [0.941, 0.346, 0.302], [-0.707, 0.637, 0.527]],
  "total_energy_ev": -9272.225,
  "de_lowest_kcal_mol": 29.5,
  "homo_lumo_gap_ev": 10.14,
  "smiles": "c1cnccn1.O"
}

***

Entry 6:
{
  "formula": "C4H6N2O",
  "method": "the ωB97M-V functional and the def2-TZVPD basis",
  "symbols": ["C", "C", "C", "C", "N", "N", "O", "H", "H", "H", "H", "H", "H"],
  "coordinates": [[2.533, -0.955, 0.071], [1.612, 0.937, 0.078], [0.256, -1.047, -0.028], [-0.830, 1.204, 0.015], [1.534, -1.698, -0.050], [0.421, 0.465, 0.064], [2.029, 2.030, -0.135], [3.540, -1.168, 0.152], [-0.454, -1.333, -0.815], [-0.067, -1.336, 1.009], [-1.651, 0.461, -0.140], [-1.112, 1.656, 1.008], [-0.807, 1.818, -0.905]],
  "atomic_forces_ev_per_a": [[-4.650, 3.838, -0.151], [3.184, -2.040, -1.233], [0.721, 1.020, 2.638], [-0.850, -0.579, -0.042], [0.987, -0.279, -0.673], [-2.700, -3.098, -0.061], [0.557, 0.662, 0.653], [1.936, -0.700, 0.092], [0.452, 0.090, 0.199], [-0.728, -0.006, -1.117], [0.658, 0.452, -0.029], [0.670, 0.235, -1.268], [-0.236, 0.406, 0.992]],
  "total_energy_ev": -9270.282,
  "de_lowest_kcal_mol": 74.2,
  "homo_lumo_gap_ev": 9.11
}

***

Entry 7:
{
  "formula": "C4H6N2O",
  "method": "the ωB97M-V functional and the def2-TZVPD basis",
  "symbols": ["O", "C", "C", "C", "N", "C", "N", "H", "H", "H", "H", "H", "H"],
  "coordinates": [[-2.895, -0.452, -0.144], [-1.753, -0.168, 0.146], [-0.614, -1.143, 0.488], [0.622, -0.326, 0.352], [0.162, 1.074, 0.678], [-0.372, 1.962, -0.293], [-1.265, 1.096, 0.371], [-0.712, -1.267, 1.514], [-0.670, -2.115, 0.068], [1.394, -0.370, 1.103], [1.035, -0.415, -0.633], [-0.118, 1.867, -1.307], [-0.354, 2.938, 0.114]],
  "atomic_forces_ev_per_a": [[0.846, 0.326, 0.078], [-0.421, -1.244, -1.079], [-0.446, 0.902, 0.037], [0.465, 1.875, -0.495], [0.085, -0.971, 0.830], [0.531, -0.347, 0.117], [-0.977, 0.866, 1.277], [-0.548, -0.564, 2.226], [-0.041, -0.601, -0.832], [0.289, -1.157, 0.058], [0.493, 0.138, -0.704], [0.071, -0.394, -1.384], [-0.346, 1.171, -0.131]],
  "total_energy_ev": -9270.010,
  "de_lowest_kcal_mol": 80.5,
  "homo_lumo_gap_ev": 9.97,
  "smiles": "O=C1CCN2CN12"
}

***

Entry 8:
{
  "formula": "C4H6N2O",
  "method": "the ωB97M-V functional and the def2-TZVPD basis",
  "symbols": ["C", "C", "C", "C", "O", "N", "N", "H", "H", "H", "H", "H", "H"],
  "coordinates": [[1.204, -0.826, 1.413], [0.184, -0.295, 0.464], [0.195, 0.935, -0.149], [-0.879, 0.890, -1.053], [-1.207, 1.910, -1.891], [-1.543, -0.249, -0.998], [-0.875, -0.960, -0.056], [1.089, -1.889, 1.638], [1.177, -0.258, 2.346], [2.188, -0.676, 0.955], [0.904, 1.734, 0.005], [-1.248, 1.584, -2.799], [-1.188, -1.901, 0.123]],
  "atomic_forces_ev_per_a": [[0.007, -0.051, 0.074], [-0.058, 0.083, -0.191], [0.065, 0.004, 0.016], [0.015, -0.043, 0.038], [-0.043, -0.043, -0.179], [0.170, 0.229, -0.018], [0.085, -0.094, -0.062], [-0.083, 0.142, -0.045], [0.040, -0.163, -0.040], [-0.102, -0.115, 0.201], [-0.098, -0.072, -0.069], [-0.186, -0.049, 0.196], [0.187, 0.172, 0.079]],
  "total_energy_ev": -9272.474,
  "de_lowest_kcal_mol": 23.7,
  "homo_lumo_gap_ev": 9.95,
  "smiles": "Cc1cc(O)n[nH]1"
}

***

Entry 9:
{
  "formula": "C4H6N2O",
  "method": "the ωB97M-V functional and the def2-TZVPD basis",
  "symbols": ["C", "O", "C", "C", "N", "C", "N", "H", "H", "H", "H", "H", "H"],
  "coordinates": [[0.635, -0.708, 2.057], [-0.451, -0.611, 1.137], [-0.230, -0.119, -0.105], [0.828, 0.515, -0.711], [0.395, 1.164, -1.849], [-0.855, 0.851, -1.988], [-1.326, 0.060, -0.976], [1.352, -1.470, 1.734], [0.188, -1.023, 3.006], [1.170, 0.240, 2.227], [1.898, 0.476, -0.540], [-1.457, 1.140, -2.838], [-2.147, -0.515, -1.154]],
  "atomic_forces_ev_per_a": [[0.101, -0.096, -0.030], [-0.186, -0.281, -0.357], [-0.130, 0.241, -0.243], [0.026, -0.051, 0.130], [0.014, -0.356, -0.413], [0.199, 0.040, -0.299], [0.375, 0.150, 0.166], [-0.043, 0.097, -0.025], [0.074, 0.052, -0.281], [-0.320, -0.097, -0.347], [-0.377, 0.186, 0.634], [-0.112, -0.053, 0.174], [0.379, 0.169, 0.891]],
  "total_energy_ev": -9271.947,
  "de_lowest_kcal_mol": 35.9,
  "homo_lumo_gap_ev": 9.05,
  "smiles": "COc1cnc[nH]1"
}

***

Entry 10:
{
  "formula": "C4H6N2O",
  "method": "the ωB97M-V functional and the def2-TZVPD basis",
  "symbols": ["C", "C", "C", "C", "N", "N", "O", "H", "H", "H", "H", "H", "H"],
  "coordinates": [[-2.011, 0.799, 0.280], [-1.017, 0.137, 0.872], [0.341, -1.367, -0.841], [0.164, -0.327, 0.173], [2.385, 0.804, 0.171], [1.301, 1.216, -0.264], [0.944, -1.417, 0.469], [-2.964, 1.055, 0.752], [-2.126, 0.744, -0.771], [-0.992, -0.050, 2.010], [-0.327, -2.077, -1.368], [1.077, -1.046, -1.581], [3.225, 1.529, 0.097]],
  "atomic_forces_ev_per_a": [[-0.796, -1.352, 0.680], [-0.167, 0.147, 2.516], [0.982, 1.400, -1.676], [1.053, 1.096, -1.987], [-0.506, 1.860, -0.785], [1.267, -3.112, 1.981], [-0.769, -0.087, 0.391], [0.684, 0.198, 0.407], [0.459, 0.477, -1.133], [-0.115, 0.531, -1.818], [-0.137, 0.068, 1.646], [0.151, -0.196, 0.056], [-2.107, -1.030, -0.279]],
  "total_energy_ev": -9267.521,
  "de_lowest_kcal_mol": 137.9,
  "homo_lumo_gap_ev": 8.97
}

***

Entry 11:
{
  "formula": "C4H6N2O",
  "method": "the ωB97M-V functional and the def2-TZVPD basis",
  "symbols": ["C", "C", "C", "C", "N", "N", "O", "H", "H", "H", "H", "H", "H"],
  "coordinates": [[1.710, 0.996, -1.432], [-0.599, 0.104, 0.639], [0.316, -0.872, 0.061], [-1.888, -0.488, 1.083], [0.564, 1.259, -1.511], [2.828, 0.757, -1.050], [-0.354, -0.219, -0.813], [-0.338, 1.128, 0.935], [1.270, -1.363, 0.104], [-1.940, -0.713, 2.202], [-2.239, -1.208, 0.470], [-2.755, 0.212, 1.077], [3.424, 0.406, -1.764]],
  "atomic_forces_ev_per_a": [[-2.452, 0.934, -0.215], [0.082, -1.130, 0.312], [0.009, 0.028, 1.857], [-1.346, 3.504, 3.848], [-1.014, 2.872, -1.746], [3.502, -0.861, 1.427], [-0.924, -1.412, -0.536], [0.193, -0.443, -0.537], [0.188, 0.040, -0.374], [0.684, -0.404, -1.506], [-0.506, -2.980, -1.641], [0.755, 0.344, -0.365], [0.830, -0.492, -0.524]],
  "total_energy_ev": -9266.048,
  "de_lowest_kcal_mol": 171.9,
  "homo_lumo_gap_ev": [7.28, 8.46]
}

***

Entry 12:
{
  "formula": "C4H6N2O",
  "method": "the ωB97M-V functional and the def2-TZVPD basis",
  "symbols": ["H", "N", "C", "C", "C", "N", "C", "O", "H", "H", "H", "H", "H"],
  "coordinates": [[-1.553, 2.014, 2.033], [-1.691, 1.126, 1.544], [-0.636, 0.804, 0.914], [0.685, 1.425, 0.756], [1.410, 0.618, -0.037], [0.696, -0.511, -0.435], [-0.587, -0.490, 0.092], [-1.450, -1.316, -0.079], [1.014, 2.357, 1.195], [2.431, 0.745, -0.377], [1.032, -1.239, -1.045], [-0.850, -2.602, -1.994], [-0.502, -2.932, -2.566]],
  "atomic_forces_ev_per_a": [[-0.036, -0.079, -0.025], [0.399, 0.051, -0.136], [-0.270, 0.077, 0.140], [0.107, -0.027, -0.062], [-0.055, 0.107, 0.096], [-0.036, -0.099, -0.047], [-0.311, -0.356, -0.099], [0.440, 0.415, 0.114], [-0.052, -0.148, -0.067], [-0.156, -0.004, 0.061], [-0.050, 0.102, 0.080], [0.027, -0.058, -0.064], [-0.007, 0.018, 0.010]],
  "total_energy_ev": -9271.478,
  "de_lowest_kcal_mol": 46.7,
  "homo_lumo_gap_ev": 8.83,
  "smiles": "[H]/N=C1\\C=CNC1=O.[H][H]"
}

***

Repeat the eleventh record exactly.
{
  "formula": "C4H6N2O",
  "method": "the ωB97M-V functional and the def2-TZVPD basis",
  "symbols": ["C", "C", "C", "C", "N", "N", "O", "H", "H", "H", "H", "H", "H"],
  "coordinates": [[1.710, 0.996, -1.432], [-0.599, 0.104, 0.639], [0.316, -0.872, 0.061], [-1.888, -0.488, 1.083], [0.564, 1.259, -1.511], [2.828, 0.757, -1.050], [-0.354, -0.219, -0.813], [-0.338, 1.128, 0.935], [1.270, -1.363, 0.104], [-1.940, -0.713, 2.202], [-2.239, -1.208, 0.470], [-2.755, 0.212, 1.077], [3.424, 0.406, -1.764]],
  "atomic_forces_ev_per_a": [[-2.452, 0.934, -0.215], [0.082, -1.130, 0.312], [0.009, 0.028, 1.857], [-1.346, 3.504, 3.848], [-1.014, 2.872, -1.746], [3.502, -0.861, 1.427], [-0.924, -1.412, -0.536], [0.193, -0.443, -0.537], [0.188, 0.040, -0.374], [0.684, -0.404, -1.506], [-0.506, -2.980, -1.641], [0.755, 0.344, -0.365], [0.830, -0.492, -0.524]],
  "total_energy_ev": -9266.048,
  "de_lowest_kcal_mol": 171.9,
  "homo_lumo_gap_ev": [7.28, 8.46]
}